Entry 1:
ORCA calculation (ωB97M-V with the def2-TZVPD basis set) on a cluster of 4 separate species, C2H11NO4 in total.

Properties
Structure (SMILES): CC(N)=O.O.O.O
Kohn-Sham gap: 10.6 eV
Energy above the lowest of the compared OMol25 structures with the same formula, charge and spin: 134.3 kJ/mol
2S+1: 1
Max |F|: 5.11 eV Å⁻¹
DFT total energy: -11932.365 eV
HOMO level: -0.3656 hartree

```
18
C2H11NO4, DFT ωB97M-V with the def2-TZVPD basis set
C 2.3887 -0.0424 0.8333
C 1.0748 -0.1625 0.2251
N 0.0890 0.7125 0.7802
O 0.9414 -0.9218 -0.7117
H 2.5014 0.8957 1.4974
H 3.2675 -0.0120 0.1321
H 2.6066 -0.9278 1.4519
H 0.1539 1.1781 1.7560
H -0.6623 1.0170 0.2918
O -3.4657 -0.0204 0.2262
H -3.5216 -0.8623 0.7482
H -4.2936 -0.0659 -0.2741
O -1.7921 -2.2082 -0.2981
H -0.8510 -2.2296 -0.5419
H -2.1272 -1.3690 -0.6489
O 0.8993 1.7262 -1.6656
H 1.7476 2.2135 -1.4991
H 1.0435 1.0791 -2.3029
```


Entry 2:
ORCA calculation (ωB97M-V with the def2-TZVPD basis set) on a structure of composition C7H13N2O3.

Properties
Kohn-Sham gap: 10.1 eV
Net charge: +1
Energy above the lowest of the compared OMol25 structures with the same formula, charge and spin: 103.4 kJ/mol
2S+1: 1
Max |F|: 6.60 eV Å⁻¹
DFT total energy: -16583.024 eV
HOMO level: -0.4816 hartree

```
25
C7H13N2O3, DFT ωB97M-V with the def2-TZVPD basis set
C 1.2199 0.6773 1.2552
C -1.9310 -0.3619 -1.2149
C 1.0975 0.2037 -0.1537
C -0.7356 -0.0102 0.6359
C -3.2623 -0.0968 -1.7314
C -0.7977 1.3541 2.7312
C 3.0837 -0.8081 -1.0843
N -0.1011 0.8553 1.5969
N 1.7169 -1.0362 -0.6204
O 2.1645 0.7889 2.0190
O -1.0425 -1.0644 -1.5425
O -1.6950 0.4643 -0.0838
H 1.2552 0.9809 -0.9184
H -0.6697 -1.1482 0.8857
H -3.7432 -1.1235 -1.6812
H -3.1572 0.2033 -2.7271
H -3.7280 0.8429 -1.2918
H -0.5683 0.7851 3.7107
H -0.3223 2.3402 2.8057
H -1.8014 1.2414 2.4833
H 3.5825 -1.6911 -1.4186
H 3.0111 -0.3130 -2.1541
H 3.5194 -0.1414 -0.3804
H 1.8588 -1.6340 0.2129
H 1.0457 -1.3086 -1.3339
```


Entry 3:
ORCA calculation (ωB97M-V with the def2-TZVPD basis set) on the molecule C14H10BNO3.

Properties
Structure (SMILES): N#Cc1ccc(Oc2ccc3c(c2)B(O)OC3)cc1
Kohn-Sham gap: 9.0 eV
Energy above the lowest of the compared OMol25 structures with the same formula, charge and spin: 13.6 kJ/mol
2S+1: 1
Max |F|: 2.49 eV Å⁻¹
DFT total energy: -22990.957 eV
HOMO level: -0.3254 hartree

```
29
C14H10BNO3, DFT ωB97M-V with the def2-TZVPD basis set
N -3.8450 1.5513 -4.8523
C -3.0593 1.6038 -3.9994
C -1.9373 1.5483 -3.1372
C -1.6176 2.7068 -2.4128
C -0.5270 2.7628 -1.5823
C 0.2949 1.6231 -1.4573
O 1.3378 1.5532 -0.5059
C 1.3305 0.5403 0.4654
C 2.4069 0.4552 1.3587
C 2.4037 -0.4880 2.3481
C 1.3428 -1.3516 2.4712
C 0.2925 -1.2846 1.5668
C 0.2971 -0.3740 0.5410
B -0.6283 -2.3838 2.1590
O -1.8263 -2.6560 1.5168
O -0.1563 -2.9732 3.3212
C 1.1243 -2.4255 3.4959
C 0.0757 0.5564 -2.3055
C -1.0068 0.5190 -3.1664
H -2.2499 3.5719 -2.5010
H -0.2292 3.6442 -0.9972
H 3.2593 1.0973 1.1992
H 3.2682 -0.5798 2.9891
H -0.5242 -0.2989 -0.1426
H -2.4893 -3.1870 1.9664
H 1.8717 -3.2360 3.4373
H 1.1896 -1.9895 4.5076
H 0.8233 -0.1923 -2.4313
H -1.2218 -0.3134 -3.8524
```


Entry 4:
ORCA calculation (ωB97M-V with the def2-TZVPD basis set) on a structure of composition C22H66BCa2F6O11.

Properties
Kohn-Sham gap: 8.2 eV
Net charge: +1
2S+1: 1
Max |F|: 3.76 eV Å⁻¹
DFT total energy: -100273.431 eV
HOMO level: -0.4123 hartree

```
108
C22H66BCa2F6O11, DFT ωB97M-V with the def2-TZVPD basis set
Ca 1.7742 -1.1537 -1.7822
Ca -0.2084 0.6360 0.7574
B -1.7615 -0.0327 3.0994
F -3.0502 -0.0969 3.3736
F -1.4646 -0.9254 2.1355
F -1.5118 1.2621 2.5446
F -0.8791 -0.1990 4.2017
F 1.1873 0.9718 -1.1271
F 0.3731 -1.5886 0.0275
C 4.6018 2.0546 -1.2681
C 4.1176 1.0516 -2.2272
O 3.9467 -0.1921 -1.4788
H 5.4915 1.7931 -0.6952
H 3.9355 2.3704 -0.4654
H 5.0009 2.9452 -1.7537
H 4.7214 0.9054 -3.1228
H 3.1852 1.3536 -2.7042
H 4.8047 -0.5286 -1.2099
C 1.1473 3.6405 -5.3386
C 0.5382 2.8746 -4.1566
O 1.0171 3.4058 -2.9417
H 0.5421 3.5222 -6.2374
H 2.1735 3.3389 -5.5483
H 1.2460 4.7198 -5.2225
H 0.7486 1.8054 -4.1297
H -0.5429 3.0010 -4.2149
H 1.3414 2.7008 -2.3765
C 2.1035 -4.0471 4.1443
C 1.2421 -3.1664 3.1951
O 1.9615 -2.9820 1.9910
H 1.7478 -4.0580 5.1746
H 3.1151 -3.6415 4.1617
H 2.2558 -5.1017 3.9146
H 1.0528 -2.1842 3.6282
H 0.2351 -3.5284 2.9878
H 1.4747 -2.5099 1.3115
C -2.2349 0.4098 -2.8419
C -2.1742 1.4614 -1.6421
O -2.0539 0.5775 -0.5226
H -1.5336 -0.4245 -2.8238
H -1.9127 0.9362 -3.7403
H -3.2542 0.0440 -2.9660
H -3.1638 1.8887 -1.4798
H -1.3165 2.1260 -1.7460
H -2.9155 0.2189 -0.2977
C -0.8993 -4.0314 -4.3100
C 0.3870 -3.9734 -3.5693
O 0.3656 -2.8195 -2.7244
H -1.0615 -4.7723 -5.0929
H -1.2892 -3.0798 -4.6711
H -1.6806 -4.2596 -3.5849
H 1.1041 -3.8220 -4.3761
H 0.6126 -4.8736 -2.9975
H -0.1566 -3.0609 -1.9559
C -3.9402 -3.2238 -0.1102
C -2.6508 -3.7939 0.3410
O -1.5831 -3.3178 -0.5167
H -4.6352 -3.2896 0.7270
H -4.3213 -3.9265 -0.8512
H -3.8066 -2.1846 -0.4108
H -2.6206 -4.8790 0.2418
H -2.4876 -3.6698 1.4115
H -1.0594 -2.7293 0.0320
C 5.0203 -3.6205 -1.7361
C 3.5674 -3.9942 -1.4238
O 2.9669 -2.8909 -0.7708
H 5.7604 -3.4561 -0.9530
H 5.1080 -2.7593 -2.3985
H 5.4150 -4.4248 -2.3570
H 3.5612 -4.8979 -0.8145
H 3.0711 -4.2047 -2.3712
H 2.9124 -3.2320 0.1249
C 3.8349 -0.1274 1.9010
C 3.0134 1.0173 2.3866
O 1.6144 0.5840 2.3357
H 3.7964 -0.9442 2.6218
H 4.8173 0.3401 1.8347
H 3.6684 -0.5538 0.9118
H 3.3159 1.9335 1.8795
H 3.1257 1.1101 3.4668
H 1.5480 0.0107 3.1029
C -0.0212 5.6596 -0.1348
C 0.2536 4.5448 0.8779
O 0.0632 3.1928 0.3990
H 0.7899 5.8400 -0.8401
H -0.1117 6.5265 0.5197
H -0.9295 5.4714 -0.7073
H -0.5008 4.6764 1.6535
H 1.2363 4.5979 1.3464
H 0.6332 3.1849 -0.3734
C -2.4668 5.3893 5.6692
C -2.7322 3.9179 5.7311
O -1.7354 3.2962 4.9438
H -2.2270 5.6039 4.6277
H -1.5953 5.7189 6.2349
H -3.3528 5.9078 6.0356
H -3.7132 3.6181 5.3625
H -2.8291 3.5654 6.7579
H -2.0344 2.4076 4.7371
C -6.3632 -0.9313 -0.5858
C -5.7089 0.1407 0.4226
O -4.4678 -0.2524 0.9593
H -7.4291 -0.7214 -0.6758
H -6.2324 -1.8813 -0.0677
H -5.7661 -0.8484 -1.4939
H -6.4320 0.5181 1.1457
H -5.6359 0.9685 -0.2827
H -4.1898 0.0498 1.8270
```


Q: The highest DFT total energy belongs to which entry?
A: C2H11NO4


Q: Kohn-Sham gap of number 2 (C7H13N2O3)?
A: 10.1 eV